Record 1
Here is the ion C6H13ClN with charge +1 from the Open Molecules 2025 dataset. Energies are from ωB97M-V/def2-TZVPD.

The geometry in XYZ format:
```
21
Properties=species:S:1:pos:R:3:mulliken_charge:R:1
Cl -2.3963 2.4290 -2.5971 -0.159
N 0.2574 -0.5726 -0.0806 -0.134
C 0.8802 -2.1630 1.7257 -1.496
C -0.5459 0.0947 -0.8033 0.005
C -0.0668 -0.8659 1.3701 0.092
C -0.5727 1.9621 -2.5053 -0.587
C -0.3644 0.4581 -2.1950 -0.613
C 0.3764 0.3935 2.1455 -1.202
H -1.1890 -0.0858 -2.7708 0.355
H -0.0524 0.3369 3.1010 0.392
H 0.9369 -2.7261 0.8724 0.512
H 0.5029 -2.6560 2.5931 0.388
H -1.4299 0.5152 -0.2996 0.438
H -0.3679 2.5244 -1.6215 0.342
H 0.5477 0.0416 -2.5997 0.371
H -1.0842 -1.0622 1.5275 0.427
H 1.1915 -0.8067 -0.4479 0.350
H 1.4368 0.4742 2.1620 0.359
H 1.9118 -1.9115 1.8751 0.389
H 0.1265 2.2862 -3.2513 0.384
H -0.0987 1.3338 1.7996 0.385
```

Computed properties:
energy above the lowest of the compared OMol25 structures with the same formula, charge and spin = 0.0 kcal/mol
charge = +1
HOMO-LUMO gap = 10.0157 eV
SMILES = CC(C)/[NH+]=C/CCCl

---

Record 2
Here is the molecule C20H23N3O3 from the Open Molecules 2025 dataset. Energies are from ωB97M-V/def2-TZVPD.

The geometry in XYZ format:
```
49
Properties=species:S:1:pos:R:3:mulliken_charge:R:1
O 0.1728 -1.4160 1.3471 -0.155
O 0.7066 4.3746 -0.0285 -0.669
O 0.9261 1.0375 1.2299 -0.358
N -0.1902 1.4851 -1.1592 0.205
N -1.5936 3.0053 -0.0917 -0.692
N -2.1779 0.7084 -0.5372 0.026
C -3.9952 -1.1624 1.9203 -0.887
C -3.1668 -0.2428 1.4648 0.148
C 1.2414 2.4081 1.2755 -0.837
C -1.5015 -0.3326 -1.1370 0.569
C -0.2909 -2.7376 1.4616 -0.981
C -0.2495 0.1615 -1.5412 0.963
C -3.3980 0.5506 0.2092 -1.172
C -1.8727 -1.6391 -1.3784 -0.478
C 4.0316 -0.5894 0.0858 -0.923
C -1.3624 1.8290 -0.5304 0.428
C 3.6194 -1.9028 0.1263 -0.728
C 0.6518 -0.6533 -2.1978 -0.775
C 0.9593 2.3359 -1.3258 -0.772
C 1.3856 3.1569 -0.0842 -0.226
C 0.2752 -1.9674 -2.4392 -0.746
C -0.9610 -2.4511 -2.0401 -0.905
C 2.3332 -2.2184 0.5450 -0.463
C 3.1585 0.4264 0.4530 -0.567
C 1.8714 0.1291 0.8628 0.982
C 1.4526 -1.2193 0.9168 0.585
H 1.6219 -0.2993 -2.5091 0.388
H -4.9141 -1.4041 1.4098 0.286
H -2.4983 3.1336 0.3417 0.184
H -2.8285 -2.0216 -1.0568 0.390
H 0.2965 -3.3064 2.1906 0.410
H 0.7662 3.0681 -2.1210 0.247
H -1.3204 -2.6579 1.8072 0.038
H 0.3917 2.8584 1.7972 0.414
H 3.4932 1.4509 0.4163 0.441
H -0.2757 -3.2524 0.4960 0.418
H 2.4377 3.4287 -0.2398 0.455
H -3.8020 -1.7025 2.8312 0.307
H -0.2556 4.1482 -0.0294 0.411
H -4.1518 0.0685 -0.4227 0.442
H 2.0297 -3.2523 0.5737 0.418
H 5.0319 -0.3387 -0.2331 0.413
H 2.1409 2.5731 1.8816 0.408
H -2.2417 -0.0134 1.9764 0.326
H 1.7856 1.6932 -1.6339 0.451
H -3.7682 1.5494 0.4711 0.364
H 0.9652 -2.6246 -2.9463 0.411
H -1.2219 -3.4790 -2.2453 0.404
H 4.2917 -2.6959 -0.1631 0.404
```

Computed properties:
energy above the lowest of the compared OMol25 structures with the same formula, charge and spin = 63.2 kcal/mol
charge = 0
HOMO-LUMO gap = 8.3432 eV
SMILES = [H]/N=c1\n(CC=C)c2ccccc2n1C[C@@H](O)COc1ccccc1OC

---

Record 3
Here is a cluster of 6 separate species, C18H44F5N2O12P2S6 in total from the Open Molecules 2025 dataset. Energies are from ωB97M-V/def2-TZVPD.

The geometry in XYZ format:
```
89
Properties=species:S:1:pos:R:3:mulliken_charge:R:1
S -2.2398 -2.8370 -6.3261 0.532
S -0.5036 -0.4610 -2.1608 0.978
S -7.1283 -1.4474 2.9601 0.438
S 4.9206 1.1905 7.5404 0.384
S 5.5812 -2.1659 2.9295 0.439
S -7.7168 2.0974 -0.5664 0.526
P 3.0043 1.3456 -0.5204 -0.175
P 2.6721 -0.6108 -2.9845 0.238
F -3.5598 0.8579 0.0900 -0.303
F -3.0134 -0.7792 -2.2937 -0.242
F -3.2428 1.6515 -1.8692 -0.256
F -1.6743 1.7509 -0.3917 -0.187
F -2.3063 -1.3073 -0.3518 -0.276
O -0.7294 0.2005 -3.4017 -0.671
O -7.8033 0.6752 -0.1235 -0.670
O -0.2728 -1.8539 -2.3977 -0.685
O -1.9652 -4.2985 -6.2219 -0.659
O 1.9240 -0.9094 -4.1931 -0.559
O 2.9401 -2.0013 -2.1542 -0.530
O 2.1227 1.9448 -3.9528 -0.730
O 1.0460 2.8919 -2.2437 -0.745
O 4.4094 -1.9302 2.0425 -0.528
O 4.1523 -0.0913 -3.4641 -0.521
O -6.7757 -1.6539 4.3943 -0.652
O 5.1376 0.2112 6.4382 -0.552
N 0.6024 0.0283 1.2453 -0.419
N 0.6261 0.2426 -1.2071 0.424
C -2.2454 -2.4245 -8.0802 -0.920
C 4.5199 2.7660 6.7749 -0.940
C -8.0181 0.1039 2.8426 -0.547
C -6.3172 2.2230 -1.6794 -0.705
C -2.6315 1.0170 -0.8941 0.609
C -5.6492 -0.8711 2.1213 -0.827
C 5.7963 -3.9481 3.0616 -1.047
C -2.1783 -0.4097 -1.3230 0.602
C 5.3349 2.5770 -1.7098 -1.059
C 4.3288 0.0739 -0.1844 -0.703
C 3.9300 2.8316 -1.1026 -0.543
C 1.8671 0.6883 -1.8951 1.179
C 5.0243 -1.9045 4.6134 -0.969
C -0.7244 -1.9666 -5.9352 -0.627
C 1.6624 1.9625 -2.8193 -0.071
C 0.8296 -0.6451 -0.0296 -1.097
C -8.9852 2.3383 -1.8170 -1.029
C 3.2803 0.8800 8.2065 -0.934
H -6.2938 3.2199 -2.1198 0.456
H -8.8926 1.5718 -2.5865 0.310
H -3.1069 -2.9051 -8.5415 0.326
H 5.4069 3.1261 6.2578 0.315
H -2.3252 -1.3436 -8.1965 0.323
H -0.2979 -0.2284 1.6201 0.257
H -8.1800 0.3457 1.7841 0.076
H 4.8007 -0.3228 -1.0831 0.098
H 3.9271 -0.6871 0.4820 0.226
H -7.4454 0.8943 3.3309 0.283
H 3.8855 -2.1300 -2.0257 0.371
H 4.8294 -0.7297 -3.2169 0.362
H -0.4896 -2.1157 -4.8835 -0.059
H 5.0972 0.6061 0.3784 0.486
H -5.9027 -0.5942 1.0979 0.238
H 1.7843 -1.1602 -0.0538 0.112
H -5.4117 2.0608 -1.1045 -0.077
H 3.0324 1.6540 8.9327 0.373
H 0.0993 -1.4548 -0.0584 0.863
H 4.8527 -4.4114 3.3500 0.303
H -9.9576 2.2574 -1.3350 0.336
H 3.2930 -0.0900 8.6992 0.312
H -4.9250 -1.6837 2.1122 0.387
H 5.9972 2.2317 -0.9184 0.268
H 4.1292 -2.5010 4.7983 0.378
H 6.5678 -4.1647 3.8008 0.394
H 2.5499 0.8705 7.3973 0.309
H 5.7206 3.5365 -2.0647 0.415
H -0.8517 -0.9008 -6.1228 0.370
H 3.3714 3.4959 -1.7574 0.489
H 5.8163 -2.1820 5.3074 0.372
H -5.2336 -0.0157 2.6549 0.312
H -6.3952 1.4651 -2.4591 0.370
H 3.7085 2.6324 6.0593 0.316
H 6.1073 -4.3271 2.0899 0.331
H 4.2327 3.4804 7.5465 0.370
H 1.3451 -0.1702 1.8977 0.245
H 5.3000 1.9205 -2.5754 0.199
H -1.3294 -2.7893 -8.5460 0.276
H 4.7937 -0.8564 4.7333 0.315
H -8.8767 3.3307 -2.2541 0.384
H 4.1245 3.4121 -0.1963 0.458
H 0.0864 -2.3651 -6.5455 0.423
H -8.9759 -0.0159 3.3478 0.356
```

Computed properties:
charge = -1
HOMO-LUMO gap = 6.5177 eV

---

Number 1: F_max 4.720 eV/Å, HOMO level -14.460 eV. Number 2: F_max 0.705 eV/Å, HOMO level -7.612 eV. Number 3: F_max 3.180 eV/Å, HOMO level -4.945 eV.